(1)
One molecule with the formula C2HN3O3, computed with ωB97M-V with the def2-TZVPD basis set.

Geometry as XYZ:
```
9
Properties=species:S:1:pos:R:3
C -1.1837 0.8556 0.0605
C 0.7237 -0.1751 0.4114
N -1.4485 -0.2602 -0.4166
N -2.0583 -1.0444 -0.8962
N 2.0965 -0.2981 0.3767
O 2.9415 -0.6612 -0.3777
O 0.4130 -1.3285 0.7391
O 0.0778 1.0800 0.5968
H -1.5619 1.8320 -0.4942
```

Results
- Orbital gap (spin up / spin down): 7.942 / 7.942 eV
- Energy: -466.5346 hartree
- Net charge: 0
- Energy relative to the best compared isomer or geometry (same formula, charge and spin): 209.1 kcal per mole

---

(2)
BrCa as an isolated structure, computed with ωB97M-V with the def2-TZVPD basis set.

Geometry as XYZ:
```
2
Properties=species:S:1:pos:R:3
Ca 1.1356 -0.0114 0.8206
Br -1.1356 0.0114 -0.8206
```

Results
- Orbital gap (spin up / spin down): 10.658 / 7.366 eV
- Energy: -3250.8905 hartree
- Net charge: +2
- 2S+1: 2
- <S²>: 0.7524

---

(3)
C9H7Cl2LaNO3Ti as an isolated structure, computed with ωB97M-V with the def2-TZVPD basis set.

Geometry as XYZ:
```
24
Properties=species:S:1:pos:R:3
Ti -1.1086 0.8363 -4.8099
La 1.4671 0.4464 -1.6402
Cl -2.1204 -1.0762 -4.8364
Cl -0.9465 1.7785 -2.4985
C 2.0049 2.3755 -0.3595
C 0.6712 0.3960 -4.6512
C 0.3506 0.9771 -6.0504
O 2.1538 3.3255 0.2910
O 1.7718 0.2032 -4.0342
O 0.8866 1.2120 -7.1340
C -1.1274 -1.5851 4.1971
C -0.5228 -0.9637 2.9842
C 0.8557 -0.8720 2.7758
C 1.3195 -0.3135 1.5916
N 0.4841 0.1174 0.6126
C -0.8472 0.1456 0.8720
C -1.3714 -0.4399 2.0145
H -0.9090 -2.6563 4.2822
H -0.7909 -1.1005 5.1203
H -2.2120 -1.4758 4.1380
H 1.5617 -1.2396 3.4981
H 2.3783 -0.1765 1.3556
H -1.4992 0.6049 0.1232
H -2.4499 -0.5192 2.1582
```

Results
- Orbital gap (spin up / spin down): 2.570 / 2.502 eV
- Energy: -2427.2510 hartree
- Net charge: +4
- 2S+1: 2
- <S²>: 0.7699
- Energy relative to the best compared isomer or geometry (same formula, charge and spin): 34.0 kcal per mole

---

(4)
An isolated ion of composition C9H15N2 and charge +1, computed with ωB97M-V with the def2-TZVPD basis set.

Geometry as XYZ:
```
26
Properties=species:S:1:pos:R:3
C 1.1249 -0.4690 2.8973
C -0.9782 -0.5449 -0.4737
C -1.2873 -0.1399 2.0226
C -0.2782 -0.7125 2.8975
C -1.1371 -0.9812 0.7214
C 0.5137 -0.0741 -2.4670
C -2.0177 0.3054 -2.4870
C 2.2945 1.1688 0.0105
C -0.8399 -0.2282 -1.7207
N 1.8731 0.1442 2.0210
N 1.4202 0.4444 0.8679
H 1.6433 -1.0908 3.7646
H -2.3192 -0.4301 2.3387
H -1.1487 0.9007 1.8064
H -0.5751 -1.4603 3.6582
H -1.3061 -2.0389 1.0080
H 0.4098 -0.5506 -3.4739
H 1.3215 -0.5666 -2.0197
H 0.6035 0.9493 -2.8391
H -2.8559 -0.3231 -2.3581
H -1.9665 0.3501 -3.5512
H -2.2269 1.3110 -2.1459
H 1.6030 1.5341 -0.8410
H 2.7438 0.3301 -0.5644
H 3.0454 1.8602 0.3635
H 0.3398 0.3117 0.5639
```

Results
- Orbital gap (spin up / spin down): 7.574 / 7.574 eV
- Energy: -461.0028 hartree
- SMILES: C/[NH+]=N/C=C\CC=C=C(C)C
- Net charge: +1
- Energy relative to the best compared isomer or geometry (same formula, charge and spin): 123.7 kcal per mole

---

(5)
A 14-piece molecular cluster, C23H69N5O19S9 overall, computed with ωB97M-V with the def2-TZVPD basis set.

Geometry as XYZ:
```
125
Properties=species:S:1:pos:R:3
C -1.1379 1.6398 3.1851
N 0.2377 1.4424 3.7207
O 1.0743 2.3207 3.6648
O 0.4687 0.2658 3.8596
H -1.7005 0.7990 3.5907
H -1.2545 1.7209 2.1044
H -1.5909 2.5134 3.6538
C 0.7064 -2.3281 -5.1271
N -0.2247 -2.2373 -3.9217
O 0.2254 -2.5544 -2.8121
O -1.2932 -1.7381 -4.0895
H 1.4219 -1.5221 -4.9645
H 0.1734 -2.0432 -6.0343
H 1.0777 -3.3528 -5.1369
C 0.2036 5.2659 -1.1450
N 0.6948 4.6859 0.1192
O 1.8722 4.6545 0.3500
O -0.0903 4.2149 0.8682
H 0.4136 4.5460 -1.9359
H 0.7042 6.1978 -1.4078
H -0.8491 5.5237 -1.0287
C 4.1530 1.9459 -2.0728
N 2.8326 2.2320 -2.6695
O 1.9176 2.5618 -1.9269
O 2.6846 2.0657 -3.8901
H 4.4813 0.9239 -2.2621
H 3.9784 2.1458 -1.0157
H 4.9000 2.6498 -2.4399
C -0.5417 0.3863 -0.5628
N 0.4954 -0.4508 0.0788
O 1.1806 0.0642 0.9205
O 0.5636 -1.6400 -0.2414
H -1.4268 -0.0061 -0.0621
H -0.5768 0.1850 -1.6335
H -0.3901 1.4272 -0.2770
C -5.0371 -3.1494 0.3964
S -5.2296 -2.2647 -1.2336
O -5.9215 -0.9450 -1.0511
C -3.4926 -1.7492 -1.4392
H -5.5498 -2.5679 1.1627
H -4.0030 -3.2578 0.7234
H -5.4491 -4.1583 0.3726
H -3.1724 -1.5694 -2.4654
H -2.8276 -2.5653 -1.1569
H -3.3225 -0.8804 -0.8033
C -4.3113 0.6371 1.1560
S -4.9057 1.6480 2.5681
O -4.1011 1.0979 3.7439
C -4.1135 3.1829 2.0651
H -3.2222 0.6330 1.1115
H -4.6526 0.9652 0.1742
H -4.6664 -0.3854 1.2846
H -4.1531 3.9528 2.8357
H -4.7267 3.5591 1.2462
H -3.1118 3.0535 1.6553
C -4.8419 3.8373 -1.8338
S -3.2428 2.9515 -2.1057
O -2.9227 2.3097 -0.7778
C -3.9639 1.3338 -2.8590
H -5.5954 3.1109 -1.5294
H -5.2544 4.0781 -2.8135
H -4.8320 4.6671 -1.1271
H -4.5004 0.7918 -2.0801
H -3.2259 0.7419 -3.4003
H -4.7988 1.4745 -3.5455
C 4.3767 2.7467 3.1613
S 5.8489 2.1040 2.2216
O 6.0854 3.2428 1.2634
C 7.1444 2.2442 3.4822
H 3.5587 2.8528 2.4488
H 4.6062 3.7463 3.5303
H 4.0687 2.1659 4.0307
H 7.2383 3.2572 3.8734
H 8.0903 1.9174 3.0502
H 6.8739 1.4682 4.1983
C -2.8551 -5.7901 1.3207
S -1.0621 -5.8557 0.9595
O -1.0233 -7.0947 0.0940
C -1.0675 -4.3731 -0.0985
H -3.1397 -6.6905 1.8651
H -3.5312 -5.7184 0.4688
H -3.0583 -5.0177 2.0625
H -1.1985 -3.3988 0.3723
H -1.7317 -4.4107 -0.9619
H -0.0580 -4.4061 -0.5084
C -1.0720 -3.2514 4.5753
S -2.5019 -2.2386 4.2112
O -3.7137 -3.0827 3.7185
C -2.8449 -1.3565 5.8392
H -1.1759 -3.7476 5.5402
H -0.2715 -2.5193 4.6815
H -0.8487 -3.9632 3.7806
H -3.2939 -2.0110 6.5864
H -3.5714 -0.5537 5.7141
H -1.9020 -0.8778 6.1034
C -0.5368 3.7850 -4.8326
S -0.7002 1.9695 -4.9841
O -2.2056 1.7076 -5.2527
C 0.1465 1.8903 -6.6474
H 0.5096 4.0348 -4.6571
H -1.0714 4.0830 -3.9307
H -0.7659 4.2258 -5.8028
H 0.3347 0.8363 -6.8517
H 1.1033 2.4126 -6.6485
H -0.5250 2.1726 -7.4582
C 4.0437 -1.5783 -1.7060
S 5.7891 -1.3876 -2.1816
O 6.5085 -0.7267 -1.0118
C 6.3180 -3.1440 -2.0568
H 3.7736 -2.3509 -0.9861
H 3.3739 -1.4627 -2.5582
H 3.7892 -0.6443 -1.2050
H 5.9345 -3.6826 -1.1903
H 7.4062 -3.1441 -1.9941
H 5.7826 -3.6909 -2.8330
C 4.3244 -1.0904 1.9070
S 4.1030 -2.8976 2.3437
O 5.2165 -3.2620 3.2803
C 2.6689 -2.6283 3.4305
H 3.3831 -0.5609 1.7597
H 5.0100 -1.0251 1.0621
H 4.7744 -0.6285 2.7858
H 2.1763 -3.5675 3.6821
H 2.0723 -1.9013 2.8796
H 3.0559 -2.1707 4.3410
```

Results
- Orbital gap: 7.845 eV
- Energy: -6203.8825 hartree
- Net charge: 0

---

(6)
One molecule with the formula C16H25N3O, computed with ωB97M-V with the def2-TZVPD basis set.

Geometry as XYZ:
```
45
Properties=species:S:1:pos:R:3
C 4.3706 0.2680 0.0408
C 3.5501 1.3533 -0.6453
C 2.1354 1.4252 -0.0763
C 1.2763 2.4624 -0.7980
C -0.1070 2.6455 -0.1704
C -0.9256 1.3590 -0.2126
C -2.3330 1.5313 0.3539
H -2.8936 2.2585 -0.2378
H -2.2642 1.9046 1.3766
C -3.1236 0.2047 0.3862
N -3.3396 -0.3344 -0.9473
C -2.3686 -1.2477 -1.2715
O -2.1618 -1.7087 -2.3669
N -1.7252 -1.5582 -0.0859
C -0.4401 -2.0794 0.0653
C 0.2037 -2.7233 -0.9891
C 1.4847 -3.2110 -0.8138
C 2.1361 -3.0743 0.4012
C 1.4914 -2.4428 1.4510
C 0.2107 -1.9488 1.2915
H -0.2880 -1.4466 2.1055
H 1.9895 -2.3282 2.4026
H 3.1371 -3.4585 0.5295
H 1.9789 -3.7027 -1.6386
H -0.2971 -2.8247 -1.9371
N -2.3034 -0.8411 0.9999
H -2.8941 -1.4855 1.5303
H -3.8004 0.1904 -1.6693
C -4.4467 0.3794 1.1253
H -4.2577 0.6109 2.1699
H -5.0365 -0.5328 1.0611
H -5.0167 1.1921 0.6836
H -0.9807 1.0081 -1.2463
H -0.4108 0.6036 0.3783
H 0.0055 2.9678 0.8674
H -0.6386 3.4354 -0.7075
H 1.1593 2.1645 -1.8426
H 1.7965 3.4237 -0.7860
H 1.6810 0.4372 -0.1668
H 2.1863 1.6736 0.9866
H 3.4952 1.1423 -1.7156
H 4.0449 2.3199 -0.5230
H 4.4558 0.4712 1.1063
H 5.3719 0.2179 -0.3807
H 3.8925 -0.7014 -0.0841
```

Results
- Orbital gap: 8.859 eV
- Energy: -864.2074 hartree
- SMILES: CCCCCCC[C@@]1(C)NC(=O)N(c2ccccc2)N1
- Net charge: 0
- Energy relative to the best compared isomer or geometry (same formula, charge and spin): 13.1 kcal per mole

---

For each record above, in turn, the calculated max |F| values are 6.4 0.4 13.2 6.3 3.3 0.7 eV/Å.